A structure of composition C5H8N2O2, computed with wB97M-V/def2-TZVPD.

Computed properties:
* electronic energy: -12380.2658 eV
* frontier orbital gap: 8.7 eV
* highest occupied orbital energy: -9.187 eV
* total charge: 0

Structure (XYZ):
```
17
Properties=species:S:1:pos:R:3:nbo_charge:R:1
C 1.56023 -1.46900 0.04867 -0.129
C 0.45430 -0.48713 -0.24890 0.487
C -0.11444 1.56208 -1.90301 0.569
C -1.49449 0.67851 0.99516 -0.267
C -0.53134 0.07911 2.04181 -0.286
H -0.26029 -2.61578 0.23160 0.488
H 2.13615 -1.59895 -0.94653 0.236
H 2.31402 -1.15961 1.15561 0.230
H 0.28061 2.00674 -3.38100 0.114
H -2.61885 0.19462 1.12230 0.213
H -1.38691 1.92011 0.62379 0.281
H -0.91714 -0.52819 3.09419 0.260
H 0.50376 0.90055 1.97556 0.216
N 0.37374 0.36033 -1.33145 -0.613
N -0.70138 -0.43125 0.56549 -0.475
O 0.79036 -2.61302 0.66950 -0.727
O -0.41578 2.51247 -1.18404 -0.598
```